# 1
Below is a 5-piece molecular cluster, C28H33F32O5 overall in a non-equilibrium geometry, with properties calculated with ωB97M-V/def2-TZVPD.

Geometry as XYZ:
```
98
Properties=species:S:1:pos:R:3
C -1.35 0.35 -4.46
C -0.35 -0.80 -3.85
O -0.79 -1.43 -2.60
C -1.11 -0.48 -1.54
C 0.07 0.71 -1.39
C 0.21 1.07 0.20
C 1.73 1.43 0.70
C 1.60 2.45 2.02
C 2.65 2.22 -0.39
H -1.23 1.39 -3.90
H -1.00 0.56 -5.58
H -2.47 0.01 -4.52
H -0.34 -1.67 -4.67
H 0.78 -0.41 -3.84
H -2.09 0.16 -1.78
H 1.12 0.34 -1.77
H -0.30 1.68 -1.95
H -0.12 0.09 0.81
H -0.60 1.89 0.51
H 2.26 0.43 1.10
H 0.50 2.84 2.15
H 2.26 3.41 1.81
H 2.06 1.95 2.98
H 2.88 1.57 -1.36
H 3.71 2.41 0.12
H 2.23 3.25 -0.75
C -5.39 -2.31 -2.01
C -5.51 -0.88 -2.57
C -5.24 0.23 -1.55
F -6.12 0.20 -0.52
F -5.36 1.45 -2.13
F -6.73 -0.73 -3.15
F -4.60 -0.76 -3.58
O -6.61 -2.94 -1.64
C -7.08 -2.66 -0.32
C -8.43 -1.93 -0.31
F -8.36 -0.74 -0.96
F -8.83 -1.66 0.96
F -6.11 -1.98 0.35
F -7.19 -3.86 0.29
H -5.00 -2.92 -2.84
H -4.63 -2.39 -1.23
H -4.22 0.15 -1.15
H -9.20 -2.54 -0.79
C 0.10 -0.08 8.36
C -0.03 1.46 8.31
C -1.04 1.98 7.30
F -0.73 1.64 6.03
F -1.09 3.34 7.33
F 1.20 2.00 8.10
F -0.41 1.87 9.56
O 1.18 -0.64 7.63
C 0.93 -0.88 6.24
C 1.84 -0.06 5.32
F 1.67 1.27 5.52
F 1.55 -0.30 4.01
F -0.39 -0.69 5.99
F 1.15 -2.21 6.05
H 0.32 -0.33 9.41
H -0.85 -0.58 8.15
H -2.05 1.61 7.52
H 2.89 -0.30 5.49
C 5.35 6.26 -0.40
C 4.86 5.41 0.79
C 5.15 6.01 2.16
F 6.47 6.15 2.40
F 4.67 5.19 3.14
F 5.37 4.15 0.68
F 3.51 5.28 0.65
O 6.61 5.87 -0.97
C 7.76 6.41 -0.33
C 8.66 5.32 0.28
F 8.01 4.60 1.22
F 9.74 5.87 0.90
F 7.38 7.34 0.58
F 8.44 7.08 -1.29
H 4.63 6.11 -1.21
H 5.31 7.33 -0.19
H 4.67 6.98 2.28
H 9.02 4.63 -0.49
C 0.23 -6.30 -3.84
C -0.02 -5.12 -4.80
C -1.28 -4.31 -4.50
F -2.40 -5.05 -4.60
F -1.41 -3.29 -5.39
F -0.02 -5.58 -6.08
F 1.06 -4.28 -4.71
O -0.19 -7.58 -4.30
C -1.55 -7.90 -4.06
C -2.35 -8.12 -5.35
F -2.35 -7.00 -6.13
F -3.65 -8.40 -5.09
F -2.10 -6.96 -3.25
F -1.54 -9.06 -3.34
H 1.32 -6.39 -3.74
H -0.12 -6.09 -2.82
H -1.24 -3.87 -3.50
H -1.93 -8.94 -5.94
```

Output
Frontier orbital gap: 3.876 eV
HOMO level: -1.84 eV
LUMO level: 2.03 eV
Multiplicity: 1
Charge: -1

# 2
Below is a 11-piece molecular cluster, C28H33F6N5O18 overall in a non-equilibrium geometry, with properties calculated with ωB97M-V/def2-TZVPD.

Geometry as XYZ:
```
90
Properties=species:S:1:pos:R:3
C -3.93 3.30 -3.07
C -3.50 1.95 -3.54
O -3.05 1.37 -2.28
C -2.63 2.36 -1.48
O -1.99 2.11 -0.50
O -3.02 3.54 -1.99
F -2.42 2.10 -4.24
H -4.96 3.32 -2.73
H -3.87 3.96 -3.93
H -4.30 1.46 -4.08
C 0.98 1.64 -4.51
C 0.61 2.38 -3.20
O 0.23 3.64 -3.64
C 0.92 3.87 -4.82
O 1.03 4.93 -5.43
O 1.42 2.72 -5.37
F 1.68 2.48 -2.35
H 0.19 0.99 -4.89
H 1.82 0.98 -4.33
H -0.23 1.94 -2.67
C -2.71 -2.60 -3.95
C -2.19 -1.86 -5.13
O -0.92 -1.43 -4.65
C -1.06 -1.06 -3.34
O -0.15 -0.85 -2.55
O -2.19 -1.67 -2.94
F -3.02 -0.84 -5.45
H -2.20 -3.56 -3.93
H -3.79 -2.75 -3.92
H -2.02 -2.39 -6.07
C 2.58 -3.30 -2.42
C 1.71 -4.02 -1.32
O 0.58 -4.37 -2.01
C 0.79 -4.40 -3.29
O -0.04 -4.75 -4.15
O 2.10 -4.12 -3.51
F 1.41 -3.16 -0.33
H 3.66 -3.36 -2.30
H 2.34 -2.25 -2.62
H 2.18 -4.93 -0.95
C -2.46 0.91 2.73
C -3.74 0.42 2.15
O -3.41 -0.76 1.44
C -2.08 -0.70 1.26
O -1.43 -1.54 0.60
O -1.55 0.32 1.84
F -4.38 1.18 1.26
H -2.26 0.55 3.74
H -2.34 1.99 2.60
H -4.43 0.20 2.95
C -0.41 -2.41 4.90
C -0.97 -2.99 3.55
O -2.41 -3.05 3.79
C -2.70 -2.05 4.75
O -3.80 -1.58 5.01
O -1.54 -1.58 5.31
F -0.39 -4.13 3.31
H 0.52 -1.84 4.84
H -0.38 -3.19 5.65
H -0.70 -2.34 2.72
C 3.70 -2.28 3.54
C 3.35 -1.62 4.76
N 3.02 -1.10 5.71
H 4.75 -2.57 3.67
H 3.59 -1.66 2.65
H 3.04 -3.14 3.44
C -0.02 1.00 5.94
C -0.27 0.48 7.27
N -0.39 0.06 8.35
H 0.05 0.22 5.18
H 1.02 1.31 6.04
H -0.78 1.75 5.75
C 5.28 0.93 1.62
C 4.82 -0.19 0.78
N 4.46 -1.07 0.14
H 6.12 0.65 2.26
H 4.44 1.25 2.23
H 5.66 1.70 0.95
C 1.42 5.50 -1.42
C 1.63 4.64 -0.21
N 1.74 3.95 0.74
H 2.23 5.21 -2.09
H 1.62 6.54 -1.17
H 0.45 5.35 -1.89
C 1.29 0.53 0.38
C 1.34 0.05 1.82
N 1.40 -0.28 2.94
H 0.96 -0.21 -0.35
H 2.28 0.89 0.11
H 0.61 1.37 0.30
```

Output
Frontier orbital gap (alpha / beta): 9.399 / 3.275 eV
HOMO level (alpha / beta): -13.07 / -13.07 eV
LUMO level (alpha / beta): -3.67 / -9.79 eV
Multiplicity: 2
Charge: +1

# 3
Below is C28H33FNO9P3S2Se2Ta as an isolated structure in a non-equilibrium geometry, with properties calculated with ωB97M-V/def2-TZVPD.

Geometry as XYZ:
```
80
Properties=species:S:1:pos:R:3
Ta -0.30 -0.77 -0.04
O 1.74 -1.49 -0.75
N 1.97 -2.66 -1.32
C 3.27 -3.02 -1.47
C 3.58 -4.21 -2.07
C 2.55 -5.04 -2.52
C 1.25 -4.64 -2.36
C 0.95 -3.42 -1.75
S -0.64 -2.80 -1.55
H 3.97 -2.30 -1.09
H 4.62 -4.49 -2.18
H 2.78 -5.99 -2.99
H 0.42 -5.26 -2.69
C -4.57 1.63 2.32
C -3.68 1.08 1.20
O -4.24 1.37 -0.08
P -2.05 1.91 1.22
O -2.26 3.47 1.35
O -1.46 1.58 2.65
O -1.16 1.49 0.09
P -3.37 -0.75 1.36
O -3.54 -0.94 2.91
O -4.22 -1.57 0.49
O -1.78 -0.86 1.16
H -4.82 2.66 2.08
H -4.10 1.57 3.30
H -5.50 1.05 2.37
H -4.90 0.70 -0.28
H -2.39 3.94 0.51
H -1.68 2.21 3.35
H -3.19 -1.77 3.27
Se 0.51 0.64 -2.31
P 1.77 1.60 -0.83
Se 1.57 0.62 1.14
C 1.33 3.35 -0.63
C 0.52 4.00 -1.56
C 0.23 5.34 -1.40
C 0.72 6.04 -0.31
C 1.53 5.39 0.62
C 1.83 4.05 0.46
C 3.51 1.57 -1.32
C 3.82 1.80 -2.66
C 5.15 1.85 -3.05
C 6.16 1.67 -2.11
C 5.85 1.44 -0.78
C 4.52 1.39 -0.38
H 0.12 3.45 -2.41
H -0.39 5.85 -2.13
H 0.49 7.09 -0.18
H 1.92 5.93 1.47
H 2.45 3.55 1.20
H 3.04 1.92 -3.39
H 5.40 2.03 -4.09
H 7.20 1.71 -2.43
H 6.64 1.30 -0.06
H 4.28 1.19 0.65
C -3.80 -2.27 -2.54
S -3.20 -0.61 -2.43
C -2.31 -0.55 -3.97
O -2.16 -0.54 -1.34
H -4.49 -2.29 -3.39
H -4.33 -2.47 -1.61
H -2.98 -2.97 -2.69
H -3.03 -0.71 -4.77
H -1.55 -1.32 -3.97
H -1.87 0.44 -4.06
F -2.02 -2.38 6.47
C -1.41 -2.38 5.27
C -1.83 -3.28 4.31
C -1.20 -3.26 3.07
C -0.17 -2.36 2.78
C 0.45 -2.35 1.41
C 0.23 -1.49 3.79
C -0.39 -1.49 5.03
H -2.60 -4.00 4.54
H -1.51 -3.96 2.30
H 0.22 -3.30 0.93
H 1.53 -2.23 1.45
H 1.05 -0.81 3.61
H -0.07 -0.82 5.82
```

Output
Frontier orbital gap: 7.272 eV
Energy relative to the best compared isomer or geometry (same formula, charge and spin): 0.747 eV
HOMO level: -10.25 eV
LUMO level: -2.98 eV
Multiplicity: 1
Charge: +1

# 4
Below is C28H33FeN9O2 as an isolated structure, with properties calculated with ωB97M-V/def2-TZVPD.

Geometry as XYZ:
```
73
Properties=species:S:1:pos:R:3
Fe -0.39 0.31 0.32
C -0.70 -0.01 5.19
N 0.64 0.02 4.62
C 1.69 0.43 5.56
C 0.76 0.10 3.27
N -0.22 0.18 2.44
N 2.06 0.04 2.79
C 2.48 0.19 1.48
N 3.82 0.04 1.33
N 1.67 0.45 0.51
H -0.63 -0.40 6.21
H -1.34 -0.69 4.63
H -1.16 0.98 5.23
H 1.51 -0.07 6.51
H 1.68 1.51 5.72
H 2.68 0.14 5.24
H -1.11 0.32 2.90
H 2.78 -0.15 3.46
H 4.43 -0.18 2.09
H 4.23 0.14 0.42
H 2.18 0.54 -0.37
N -1.35 -1.49 -2.45
C -0.73 -0.30 -2.77
C -0.64 0.03 -4.14
C -0.06 1.22 -4.50
C 0.41 2.08 -3.50
C 0.27 1.69 -2.20
N -0.28 0.51 -1.82
C -1.46 -2.21 -1.28
C -2.12 -3.45 -1.36
C -2.24 -4.22 -0.24
C -1.68 -3.77 0.96
C -1.06 -2.56 0.96
N -0.95 -1.76 -0.13
H -1.72 -1.98 -3.25
H -1.02 -0.65 -4.89
H 0.03 1.48 -5.54
H 0.87 3.03 -3.74
H 0.59 2.33 -1.39
H -2.53 -3.77 -2.31
H -2.75 -5.18 -0.29
H -1.74 -4.36 1.86
H -0.61 -2.16 1.86
C 1.43 5.16 -1.08
O 0.17 4.51 -1.17
C -0.57 4.42 -0.03
C -0.16 4.84 1.22
C -1.03 4.71 2.30
C -2.30 4.18 2.13
C -2.71 3.77 0.88
C -1.85 3.88 -0.19
N -2.24 3.58 -1.53
C -3.08 2.69 -1.99
C -3.68 1.58 -1.35
C -4.82 1.03 -1.98
C -5.47 -0.05 -1.45
C -4.97 -0.63 -0.26
C -3.84 -0.14 0.34
C -3.13 0.95 -0.20
O -2.00 1.36 0.31
H 1.32 6.18 -0.70
H 1.82 5.21 -2.09
H 2.11 4.60 -0.45
H 0.82 5.26 1.37
H -0.72 5.06 3.28
H -2.98 4.11 2.97
H -3.71 3.37 0.73
H -1.84 4.21 -2.21
H -3.34 2.85 -3.03
H -5.20 1.50 -2.88
H -6.36 -0.45 -1.92
H -5.50 -1.46 0.18
H -3.46 -0.59 1.25
```

Output
Frontier orbital gap (alpha / beta): 7.563 / 7.663 eV
Energy relative to the best compared isomer or geometry (same formula, charge and spin): 0.000 eV
HOMO level (alpha / beta): -13.00 / -13.15 eV
LUMO level (alpha / beta): -5.44 / -5.49 eV
Multiplicity: 5
Charge: +2

# 5
Below is C28H33Ge2N5OS3V as an isolated structure in a non-equilibrium geometry, with properties calculated with ωB97M-V/def2-TZVPD.

Geometry as XYZ:
```
73
Properties=species:S:1:pos:R:3
V -2.15 -0.26 -0.91
N -6.42 -1.23 -1.00
C -5.14 -0.75 -0.99
S -3.84 -1.92 -0.93
N -5.03 0.54 -1.00
N -3.68 0.97 -0.96
C -3.57 2.24 -1.12
C -2.33 3.02 -1.02
C -2.42 4.41 -1.10
C -1.32 5.22 -0.94
C -0.08 4.63 -0.66
C 0.03 3.26 -0.57
C -1.08 2.43 -0.78
O -0.93 1.11 -0.72
H -6.53 -2.19 -1.29
H -7.13 -0.59 -1.32
H -4.49 2.78 -1.29
H -3.40 4.85 -1.28
H -1.41 6.30 -1.01
H 0.79 5.25 -0.51
H 0.98 2.78 -0.33
C -1.21 -2.30 3.83
C -2.05 -2.08 2.56
Ge -1.66 -0.46 1.48
C -2.24 1.15 2.50
C -1.80 1.27 3.96
C 0.33 -0.35 1.74
C 1.41 -0.45 0.95
Ge 1.38 -0.88 -0.97
C 1.59 0.37 -2.44
C 2.75 1.38 -2.38
C 2.59 -2.38 -1.33
C 4.11 -2.14 -1.39
C 2.79 -0.36 1.54
C 3.05 -0.83 2.83
C 4.32 -0.72 3.40
C 5.36 -0.15 2.68
C 5.13 0.30 1.39
C 3.86 0.19 0.83
H -1.47 -3.24 4.33
H -1.35 -1.50 4.56
H -0.14 -2.34 3.59
H -3.12 -2.05 2.80
H -1.92 -2.92 1.88
H -3.33 1.19 2.43
H -1.87 2.00 1.92
H -2.26 0.49 4.58
H -2.09 2.24 4.39
H -0.72 1.18 4.08
H 0.59 -0.16 2.79
H 0.64 0.89 -2.57
H 1.71 -0.29 -3.30
H 2.72 2.00 -1.49
H 2.70 2.05 -3.24
H 3.73 0.88 -2.41
H 2.24 -2.77 -2.28
H 2.35 -3.15 -0.58
H 4.37 -1.34 -2.08
H 4.62 -3.04 -1.73
H 4.52 -1.87 -0.41
H 2.26 -1.30 3.39
H 4.49 -1.09 4.40
H 6.35 -0.07 3.12
H 5.93 0.74 0.81
H 3.70 0.54 -0.17
S -1.73 -0.38 -3.46
C -0.92 -1.82 -3.06
S -0.57 -2.08 -1.31
C -0.60 -2.83 -3.93
C -0.93 -2.73 -5.33
N -1.18 -2.67 -6.46
C 0.09 -4.03 -3.52
N 0.65 -4.99 -3.20
```

Output
Frontier orbital gap (alpha / beta): 6.874 / 6.864 eV
Energy relative to the best compared isomer or geometry (same formula, charge and spin): 0.000 eV
HOMO level (alpha / beta): -4.50 / -4.63 eV
LUMO level (alpha / beta): 2.37 / 2.24 eV
Multiplicity: 3
Charge: -1

# 6
Below is C28H33N4O2PS4Ti as an isolated structure in a non-equilibrium geometry, with properties calculated with ωB97M-V/def2-TZVPD.

Geometry as XYZ:
```
73
Properties=species:S:1:pos:R:3
Ti 0.45 0.68 -0.24
C -3.92 0.25 0.74
C -2.43 0.33 0.69
N -1.74 0.33 -0.40
N -2.41 0.18 -1.57
C -1.65 0.16 -2.63
N -2.25 -0.03 -3.81
S 0.08 0.36 -2.67
C -1.66 0.29 1.93
C -2.25 0.19 3.18
C -1.45 0.04 4.30
C -0.07 0.00 4.15
C 0.46 0.13 2.88
N -0.31 0.27 1.80
H -4.34 0.41 -0.25
H -4.24 -0.74 1.09
H -4.33 0.99 1.43
H -3.25 -0.15 -3.84
H -1.72 -0.07 -4.66
H -3.33 0.21 3.29
H -1.90 -0.04 5.28
H 0.59 -0.12 4.99
H 1.53 0.13 2.72
C -1.59 4.18 0.09
C -0.36 4.56 0.90
S 0.67 3.12 1.31
C 2.34 3.70 0.92
C 2.59 4.14 -0.51
S 2.17 2.87 -1.74
C 1.10 3.75 -2.89
C -0.17 4.38 -2.32
S -1.23 3.22 -1.40
H -2.16 5.08 -0.16
H -2.25 3.54 0.67
H -0.68 5.03 1.84
H 0.25 5.29 0.38
H 2.96 2.83 1.16
H 2.60 4.50 1.61
H 3.65 4.39 -0.61
H 2.04 5.05 -0.75
H 0.84 2.99 -3.62
H 1.67 4.52 -3.41
H -0.74 4.79 -3.15
H 0.07 5.22 -1.67
O 3.78 -0.52 1.68
C 3.05 -0.46 0.71
O 2.31 0.57 0.42
C 2.88 -1.61 -0.28
P 1.08 -1.90 -0.32
C 0.73 -2.98 -1.74
C -0.54 -3.53 -1.86
C -0.87 -4.30 -2.96
C 0.06 -4.52 -3.96
C 1.33 -3.98 -3.85
C 1.67 -3.21 -2.75
C 0.69 -2.88 1.16
C 1.64 -3.61 1.87
C 1.27 -4.31 3.01
C -0.05 -4.29 3.44
C -1.00 -3.57 2.74
C -0.63 -2.86 1.61
H 3.48 -2.48 -0.03
H 3.17 -1.24 -1.27
H -1.28 -3.36 -1.09
H -1.87 -4.72 -3.04
H -0.20 -5.13 -4.82
H 2.07 -4.16 -4.62
H 2.67 -2.80 -2.68
H 2.67 -3.63 1.56
H 2.01 -4.87 3.55
H -0.33 -4.85 4.33
H -2.03 -3.55 3.07
H -1.37 -2.27 1.08
```

Output
Frontier orbital gap (alpha / beta): 7.535 / 7.440 eV
Energy relative to the best compared isomer or geometry (same formula, charge and spin): 0.440 eV
HOMO level (alpha / beta): -10.70 / -10.69 eV
LUMO level (alpha / beta): -3.16 / -3.25 eV
Multiplicity: 2
Charge: +1